Here is a cluster of 2 separate species, C2H4INO in total at a distorted geometry from the OMol25 dataset. Energies are from ωB97M-V with the def2-TZVPD basis set.

- highest occupied orbital energy (Eh) = -0.3142
- DFT total energy (eV) = -13774.1824
- energy above the lowest of the compared OMol25 structures with the same formula, charge and spin (kcal/mol) = 51.6
- gap between HOMO and LUMO (eV) = 7.974

```
! RIJCOSX wB97M-V def2-TZVPD def2/J DEFGRID3
* xyz 0 1
H -2.90 -0.33 -0.30
C 0.47 0.47 0.93
H 2.02 0.17 -1.91
H -0.38 1.19 1.12
N 2.02 0.72 -1.07
O -1.97 -0.48 -0.29
I -1.30 -2.30 -0.11
H 0.82 -0.02 1.79
C 1.23 0.58 -0.17
*
```

***

Here is a structure of composition C30H45AuBrO2P2 at a distorted geometry from the OMol25 dataset. Energies are from ωB97M-V with the def2-TZVPD basis set.

- highest occupied orbital energy (alpha / beta) (Eh) = -0.3663 / -0.3641
- DFT total energy (eV) = -128234.9108
- <S²> = 2.03
- energy above the lowest of the compared OMol25 structures with the same formula, charge and spin (kcal/mol) = 72.5
- gap between HOMO and LUMO (alpha / beta) (eV) = 5.608 / 3.238

```
! RIJCOSX wB97M-V def2-TZVPD def2/J DEFGRID3
* xyz 1 3
C -1.82 0.41 -5.83
H -1.73 -0.67 -6.00
Au 0.41 -2.64 -0.29
H -3.14 -4.21 1.75
H -0.06 -4.80 2.71
C 1.06 3.12 4.70
H 3.54 0.81 4.55
H 3.77 0.05 -4.94
O 2.73 2.99 2.01
H 0.12 -4.76 0.92
C 3.25 -0.73 -5.51
C -0.79 -1.07 3.23
C 0.86 3.17 6.08
C -1.99 -1.55 2.62
H -3.45 0.21 -0.81
C -0.73 0.03 4.24
H 1.44 -4.21 1.92
C 0.89 -1.94 -6.21
H -2.22 -0.69 0.03
C 1.64 2.36 6.92
H -1.71 3.19 -4.45
C 1.18 1.08 -0.70
H 3.15 -0.42 -6.56
H -1.61 0.96 -6.76
C -0.78 2.80 -4.88
H -2.31 -0.51 -2.60
H 0.75 3.13 -0.51
P -0.67 1.00 -4.52
C 0.99 0.66 -5.24
H 1.70 1.43 -4.88
H -1.59 1.10 -2.40
H -0.85 2.91 0.99
H -2.91 1.79 0.85
C -3.34 -1.00 2.88
H 1.22 0.74 0.37
H 2.31 -2.53 2.99
H -0.23 2.36 -1.80
C 2.00 2.26 4.13
C -0.29 -0.57 -1.98
H -0.26 -1.59 -2.43
H -0.80 2.94 -5.97
C 2.78 1.46 4.98
H -0.10 -0.26 5.09
H 1.46 2.39 8.00
C 2.59 1.50 6.37
Br -0.03 4.20 3.59
P 1.60 -1.06 -4.74
H -3.84 -1.56 3.68
H 1.81 -0.65 -1.81
C -1.67 -2.63 1.82
H -1.73 0.26 4.61
C -2.37 0.21 -0.60
H -0.31 0.95 3.81
H 2.06 -0.76 2.94
C -0.95 2.15 0.20
H -3.29 0.05 3.19
C -1.63 0.09 -1.95
C 0.16 2.23 -0.78
H 1.01 -1.35 -7.13
H 1.46 -2.87 -6.31
C 2.08 2.11 2.61
H 3.20 0.87 7.02
H 1.69 -1.65 4.41
C -0.21 -2.84 1.83
O 1.49 1.10 2.12
H -2.84 0.66 -5.49
H 2.20 1.48 -0.89
H 0.11 3.83 6.49
C -2.10 1.46 0.19
H -0.17 -2.18 -6.05
H 0.93 0.76 -6.35
H -3.98 -1.06 1.99
H 0.09 3.34 -4.46
H -2.16 -4.01 0.28
C 0.35 -4.24 1.86
C 0.91 -0.05 -1.61
C -2.65 -3.47 1.10
H -3.45 -2.84 0.67
C 1.66 -1.71 3.32
C 0.29 -1.84 2.81
H 3.83 -1.66 -5.46
*
```

***

Here is a structure of composition C4H8N2O2 at a distorted geometry from the OMol25 dataset. Energies are from ωB97M-V with the def2-TZVPD basis set.

- highest occupied orbital energy (Eh) = -0.3331
- DFT total energy (eV) = -11343.2663
- energy above the lowest of the compared OMol25 structures with the same formula, charge and spin (kcal/mol) = 250.1
- gap between HOMO and LUMO (eV) = 7.239

```
! RIJCOSX wB97M-V def2-TZVPD def2/J DEFGRID3
* xyz 0 1
C -0.52 -0.26 -1.37
H 1.18 -1.15 -1.68
H -0.56 2.45 0.57
O 0.83 -1.34 0.36
C 0.76 -1.37 2.46
N 1.38 -0.44 1.49
H 1.59 0.29 -0.62
C 0.93 -0.55 -0.86
H 1.41 -0.92 3.59
C -1.03 1.02 -0.85
H -0.33 -2.88 2.34
H 0.31 0.95 0.69
H -0.88 -0.26 -2.43
O -2.09 1.51 -1.40
N -0.31 1.64 0.05
H -0.98 -1.23 -1.15
*
```

***

Here is a structure of composition C20H21N3O3SW at a distorted geometry from the OMol25 dataset. Energies are from ωB97M-V with the def2-TZVPD basis set.

- highest occupied orbital energy (alpha / beta) (Eh) = -0.5551 / -0.5734
- DFT total energy (eV) = -44332.0265
- <S²> = 2.02
- energy above the lowest of the compared OMol25 structures with the same formula, charge and spin (kcal/mol) = 64.1
- gap between HOMO and LUMO (alpha / beta) (eV) = 6.127 / 6.933

```
! RIJCOSX wB97M-V def2-TZVPD def2/J DEFGRID3
* xyz 2 3
O -0.60 -0.11 -1.05
H -3.01 -1.16 3.66
N -0.37 -0.44 3.09
C -3.48 -2.88 1.04
H 0.10 2.04 1.08
C 1.63 2.30 -0.44
H 0.06 3.61 0.22
H 3.92 0.79 -3.18
H 4.23 -1.03 -0.22
C 0.72 2.84 0.63
C 2.53 0.62 1.27
H 2.16 3.77 -4.17
N -1.06 -0.33 1.00
H -1.55 -2.18 -1.61
C -3.90 -0.88 0.16
H -4.80 -1.43 2.13
H 4.21 -1.20 -1.97
C -3.82 -1.47 1.66
O 2.45 -0.70 1.41
H -3.94 -2.70 -1.18
C 3.29 1.20 -2.40
C 3.60 -0.94 -1.11
H -1.85 -3.97 2.19
H 1.41 3.95 -1.77
C -1.91 -2.03 -0.59
H 3.50 2.67 -4.58
C -2.93 0.10 -0.29
C 3.05 3.27 -3.79
C -1.22 -2.86 0.47
H -4.92 -0.59 -0.06
C -3.40 -2.24 -0.35
C -2.09 -3.36 1.34
H -0.35 0.45 3.59
W 0.79 -0.47 0.56
C 2.25 1.03 -0.22
N -1.65 -0.55 -0.29
C 3.06 0.46 -1.26
S 0.56 -2.89 0.51
C -1.55 -0.62 2.27
H -4.26 -3.62 1.22
O 2.69 1.41 2.17
H -0.29 -1.17 3.81
C -2.78 -1.01 2.61
H 2.78 -1.68 -1.04
H -2.96 1.17 -0.22
C 1.88 2.99 -1.60
H 1.32 3.30 1.42
C 2.74 2.48 -2.58
H 3.76 4.06 -3.53
*
```

***

Here is a structure of composition C15H18CrN6O4S2Se2Te2 from the OMol25 dataset. Energies are from ωB97M-V with the def2-TZVPD basis set.

- highest occupied orbital energy (alpha / beta) (Eh) = -0.0276 / -0.0303
- DFT total energy (eV) = -228350.3246
- <S²> = 6.33
- energy above the lowest of the compared OMol25 structures with the same formula, charge and spin (kcal/mol) = 56.5
- gap between HOMO and LUMO (alpha / beta) (eV) = 4.888 / 4.956

```
! RIJCOSX wB97M-V def2-TZVPD def2/J DEFGRID3
* xyz -2 5
C -2.46 -1.81 -0.29
H 3.76 -3.37 3.90
H -1.66 2.95 -5.61
H -0.86 4.30 -3.27
H 0.72 -1.65 -3.47
O -1.03 2.00 3.72
H 0.10 1.03 -4.05
H -1.27 0.64 -5.13
H -2.28 -2.30 -1.24
Se 3.42 0.97 -0.42
H -4.26 -1.71 2.57
C 0.76 -2.14 4.14
C -1.81 -0.07 1.22
N -1.34 3.48 -3.60
S -2.28 3.01 -1.13
C 2.81 -1.02 3.58
N 2.88 -3.31 4.39
C -1.81 2.61 -2.67
C -0.32 -0.57 -0.58
O -0.37 -1.03 -1.89
H -4.07 -3.00 0.41
O 0.80 2.38 2.07
C 2.15 -2.16 4.03
H 0.24 -3.02 4.49
C 2.09 0.11 3.21
Se 1.82 2.55 -1.72
Cr 0.76 1.00 0.17
H 0.06 3.11 -5.15
C -3.41 -2.17 0.62
H 2.35 -4.16 4.25
N -1.64 -0.71 -0.01
Te 5.43 0.85 -1.85
H 1.40 -0.22 -2.65
N -1.82 1.37 -3.21
C -0.92 2.78 -4.81
H 1.56 -1.81 -1.90
O 0.68 -0.93 0.19
C -3.52 -1.46 1.82
H -1.81 0.60 -2.56
H -1.04 -1.01 3.83
N -2.69 -0.40 2.10
N -0.93 0.98 1.34
H 3.89 -1.02 3.48
C 0.71 0.10 3.30
Te 2.79 2.64 -4.00
H 2.61 0.97 2.81
C -0.91 1.32 -4.36
C 0.04 -1.02 3.77
C 0.91 -1.19 -2.51
S -0.21 1.48 2.67
*
```

***

Here is a structure of composition Br4ClV2 at a distorted geometry from the OMol25 dataset. Energies are from ωB97M-V with the def2-TZVPD basis set.

- highest occupied orbital energy (alpha / beta) (Eh) = -0.1592 / -0.2365
- DFT total energy (eV) = -344071.6256
- <S²> = 12.12
- gap between HOMO and LUMO (alpha / beta) (eV) = 4.229 / 7.820

```
! RIJCOSX wB97M-V def2-TZVPD def2/J DEFGRID3
* xyz -1 7
V -1.65 2.16 13.63
Cl 1.64 1.49 9.00
Br 0.62 0.92 13.72
V -0.94 0.85 9.15
Br -2.61 1.31 11.32
Br -1.09 -1.62 8.01
Br -1.51 3.44 8.04
*
```

***

Here is the molecule C2H6N2S at a distorted geometry from the OMol25 dataset. Energies are from ωB97M-V with the def2-TZVPD basis set.

- highest occupied orbital energy (Eh) = -0.3029
- DFT total energy (eV) = -15984.4595
- energy above the lowest of the compared OMol25 structures with the same formula, charge and spin (kcal/mol) = 53.9
- gap between HOMO and LUMO (eV) = 9.010

```
! RIJCOSX wB97M-V def2-TZVPD def2/J DEFGRID3
* xyz 0 1
H 0.09 -1.66 1.08
H 2.83 0.43 -0.09
H -0.88 2.39 -0.29
C 1.16 0.70 0.11
H -2.29 1.27 -0.66
N 2.10 -0.23 -0.10
C -1.35 1.39 0.02
N -0.23 0.37 -0.10
H 1.35 1.82 0.20
H -1.49 1.36 1.16
S -0.72 -1.20 -0.05
*
```

***

Here is a cluster of 3 separate species, C3H8O2S in total at a distorted geometry from the OMol25 dataset. Energies are from ωB97M-V with the def2-TZVPD basis set.

- highest occupied orbital energy (alpha / beta) (Eh) = -0.0947 / -0.0907
- DFT total energy (eV) = -18168.5501
- <S²> = 0.75
- energy above the lowest of the compared OMol25 structures with the same formula, charge and spin (kcal/mol) = 34.7
- gap between HOMO and LUMO (alpha / beta) (eV) = 5.991 / 4.090

```
! RIJCOSX wB97M-V def2-TZVPD def2/J DEFGRID3
* xyz -1 2
O 2.19 -0.57 0.78
H -1.53 1.08 0.30
O -1.07 1.77 0.87
H -0.09 -1.61 -0.02
H -1.16 2.57 0.35
H 2.30 1.10 -0.39
H 1.00 0.41 -2.06
H -0.47 -0.80 2.04
S -2.16 -0.60 -0.55
C -0.34 -1.04 -0.92
C 0.77 -0.06 -1.11
C 1.80 0.11 -0.19
H -0.78 -0.72 2.71
H -0.45 -1.65 -1.81
*
```